No. 1
Density functional theory data (the ωB97M-V functional and the def2-TZVPD basis) for a 2-piece molecular cluster, C2H5FS overall.

For the LUMO energy, the calculation gives 0.95 eV. The energy above the lowest of the compared OMol25 structures with the same formula, charge and spin is 207.4 kJ/mol. For the orbital gap, the calculation gives 10.66 eV. As for the electronic energy: -15705.2069 eV.

The geometry in XYZ format:
```
9
Properties=species:S:1:pos:R:3:forces:R:3
C -1.449506 -0.045757 -0.562217 -2.0340 1.2536 -0.8773
C -0.747649 -0.350955 0.484869 1.3285 1.8126 2.1011
F -0.539197 -1.545871 0.998939 -0.4459 -1.6861 -0.3080
H -1.695708 1.047466 -0.867474 0.7550 -2.2923 0.6020
H -2.065364 -0.877353 -0.891826 0.0824 0.2466 -0.8222
H -0.215947 0.310985 1.163207 -0.1841 0.5832 -0.4676
S 2.443249 0.183326 0.116520 -3.4415 -7.8624 2.6645
H 3.107691 1.110851 -0.111900 3.0513 6.6162 -2.2765
H 1.162433 0.167312 -0.330117 0.8884 1.3285 -0.6161
```
Positions in Å, forces in eV/Å.

These are the Mulliken partial charges, in e, on atoms 1 to 2:
1. C -0.639
2. C -0.303

---

No. 2
Density functional theory data (the ωB97M-V functional and the def2-TZVPD basis) for a 2-piece molecular cluster, C6H13N3OSi overall.

For the LUMO energy, the calculation gives 0.60 eV. The energy above the lowest of the compared OMol25 structures with the same formula, charge and spin is 260.3 kJ/mol. For the orbital gap, the calculation gives 8.78 eV. As for the electronic energy: -20822.4606 eV.

The geometry in XYZ format:
```
24
Properties=species:S:1:pos:R:3:forces:R:3
C 1.649518 0.614031 -1.396920 -3.1745 2.1582 -1.3001
C -0.023728 1.158625 0.398329 -0.6635 0.1481 0.9438
C 3.815061 -1.201529 0.242686 2.3743 -0.9095 0.1807
C -0.885488 -1.783661 0.093887 -1.9570 1.6472 -0.1099
C -2.431483 0.765252 -1.539463 0.0881 -2.3212 0.2246
C -2.680257 0.543771 1.518826 2.0557 -1.3265 1.8001
N 2.584265 0.004066 -1.157230 2.4818 -1.5197 -0.1131
N 3.580751 -0.730023 -1.105635 -0.3452 -0.5460 -0.0358
N 0.643796 1.923439 0.973147 1.0442 0.6427 0.1004
O 1.456085 2.706312 1.457544 -1.1247 -0.9639 -0.4899
Si -1.517956 0.054657 0.061062 -0.5734 0.8461 0.4668
H 1.064612 1.505341 -1.582328 0.7781 -0.4539 0.0231
H 3.991400 -2.322470 0.355517 0.3569 1.4373 -0.7305
H 4.658882 -0.576755 0.607701 -0.1104 -0.9620 0.2123
H 3.041664 -1.053802 0.921757 -1.8646 0.7044 1.0188
H 0.086862 -1.741248 -0.317170 1.0601 -0.2867 -0.6546
H -0.858004 -2.247910 1.083537 -0.2167 0.2051 -0.1995
H -1.607820 -2.260550 -0.587177 0.5125 -0.4278 0.2895
H -2.468365 -0.012131 -2.367101 -0.3004 0.7616 1.0476
H -3.438073 1.123474 -1.269177 0.2805 -0.5187 -0.0585
H -1.961845 1.590657 -2.001337 0.9231 1.0182 -0.2331
H -2.735459 -0.313057 2.286981 -0.2220 1.1513 -1.2317
H -2.336865 1.408545 2.126960 0.2710 -0.4711 -0.5585
H -3.627552 0.844967 1.195604 -1.6741 -0.0131 -0.5926
```
Positions in Å, forces in eV/Å.

These are the Mulliken partial charges, in e, on atoms 1 to 2:
1. C -0.355
2. C 0.100

---

No. 3
Density functional theory data (the ωB97M-V functional and the def2-TZVPD basis) for C3H2O3Tl as an isolated structure.

The net charge is +2. For the LUMO energy (spin up / spin down), the calculation gives -12.37 / -12.33 eV. The energy above the lowest of the compared OMol25 structures with the same formula, charge and spin is 190.8 kJ/mol. For the orbital gap (spin up / spin down), the calculation gives 6.66 / 9.76 eV. As for the multiplicity: 2. As for the electronic energy: -13954.5847 eV.

The geometry in XYZ format:
```
9
Properties=species:S:1:pos:R:3:forces:R:3
O -2.012100 -2.128253 -3.320808 0.6536 0.7316 1.3556
C -1.563495 -1.663508 -2.408293 -0.4103 -0.5865 -0.7465
O 0.196596 1.104915 -0.547745 1.3175 2.6610 -0.7280
C 0.821692 1.272662 0.553361 -0.8035 1.5651 2.0145
C 0.710710 0.273801 1.562639 1.5410 0.3248 0.1774
O 0.073067 -0.803323 1.293518 0.5586 -0.9500 2.5980
H 1.290776 0.350632 2.490925 -0.5261 -0.1212 -0.0236
Tl -0.570121 -0.697182 -0.546867 -2.8432 -3.2256 -3.7954
H 1.052873 2.290255 0.923271 0.5124 -0.3992 -0.8519
```
Positions in Å, forces in eV/Å.

These are the Mulliken partial charges, in e, on atoms 1 to 2:
1. O 0.111
2. C 0.200

---

No. 4
Density functional theory data (the ωB97M-V functional and the def2-TZVPD basis) for a 11-piece molecular cluster, C5H29NO10 overall.

For the LUMO energy, the calculation gives 0.24 eV. The energy above the lowest of the compared OMol25 structures with the same formula, charge and spin is 304.3 kJ/mol. For the orbital gap, the calculation gives 8.22 eV. As for the electronic energy: -27620.4842 eV.

The geometry in XYZ format:
```
45
Properties=species:S:1:pos:R:3:forces:R:3
C -0.667946 -1.840457 2.809360 -0.4624 -0.3906 1.8835
C -0.381096 -0.628589 2.359178 0.5132 -0.2446 -0.1257
C 0.906476 0.060404 2.540988 0.1758 0.7554 -0.3207
N 0.813259 1.478902 2.667132 -0.1214 -0.3629 -0.3176
C 2.117649 -0.481317 2.462790 1.5688 -0.0649 -0.0751
C 3.414635 0.315572 2.431674 -0.7722 -0.1615 -0.8630
H -0.057929 -2.389489 3.526679 0.6896 0.4095 -0.3865
H -1.640780 -2.300650 2.881084 -0.4773 0.2179 -1.1049
H -1.056120 -0.068215 1.718349 -0.3848 -0.0895 0.3940
H 1.354122 1.954548 1.952636 0.0883 0.1112 0.1120
H -0.142238 1.801560 2.619541 -0.0651 0.0256 0.0060
H 2.374040 -1.519723 2.371822 -0.9946 -0.6035 -0.1639
H 3.384622 1.091344 3.193995 0.5701 0.0114 0.0261
H 3.545698 0.769231 1.437574 -0.3895 0.5065 0.1853
H 4.273655 -0.356330 2.409939 0.0092 0.0675 0.9331
O 2.675617 0.989755 -2.082931 -0.1275 0.4220 -0.3084
H 3.311401 0.660210 -1.444394 -0.0928 -0.2570 0.0457
H 2.042173 0.292757 -2.284061 0.0988 -0.4161 0.0196
O -1.075611 -3.046487 -2.551262 -0.4051 -0.8949 0.5888
H -1.843217 -3.630889 -2.619959 -0.0832 0.2716 -0.6085
H -0.799974 -3.316413 -1.640959 0.2574 0.8582 -0.3115
O 1.319807 -1.583337 -3.528219 0.6585 1.3796 0.0696
H 1.478050 -2.421745 -3.110067 -0.4773 -0.6300 -0.1189
H 0.589935 -1.625956 -4.146155 -0.1867 -0.6017 0.1636
O -3.188119 0.754073 -2.334882 0.2318 0.2539 -0.1081
H -3.372995 1.401225 -1.645390 -0.1673 -0.0095 0.1949
H -2.524088 1.218835 -2.858513 0.0018 -0.1562 -0.1290
O -0.815737 2.380979 -0.731632 -0.3172 0.2442 -0.2141
H 0.006078 2.816676 -0.468113 0.1959 -0.0949 0.0347
H -0.582665 1.450807 -0.973624 0.3100 0.5422 0.0062
O -0.247028 -2.876989 -0.060786 -0.6987 -1.2891 -0.6093
H -0.732440 -2.238275 0.472865 0.6759 0.1714 0.2584
H 0.704135 -2.822754 -0.061292 0.1655 0.7416 0.6737
O -0.035149 -0.082267 -0.972388 -0.6523 -0.6545 -0.4013
H -0.415249 -0.696831 -1.628613 0.6521 0.0669 -0.2703
H -0.720710 -0.216419 -0.298267 0.1318 -0.0713 0.4736
O 2.064351 2.942243 -0.338960 -0.6661 -0.0315 -0.3548
H 1.897407 2.283353 -1.054845 0.6547 0.1038 0.3897
H 2.250162 3.750511 -0.829300 0.1038 0.0486 0.1387
O -2.769477 1.875721 0.939024 -0.1774 0.3323 -0.1370
H -3.395064 2.606120 0.990932 -0.1789 -0.1865 0.2070
H -2.034635 2.255106 0.403387 0.2254 -0.2080 -0.0596
O -2.682617 -0.817174 -0.001825 0.5497 -0.6625 -0.2651
H -2.706398 -0.819420 -0.965890 -0.2455 -0.2499 -0.2464
H -2.834576 0.109579 0.175925 -0.3851 0.7898 0.6958
```
Positions in Å, forces in eV/Å.

These are the Mulliken partial charges, in e, on atoms 1 to 2:
1. C -1.299
2. C 0.518

---

No. 5
Density functional theory data (the ωB97M-V functional and the def2-TZVPD basis) for C20H25N3O4S2 in the gas phase.

For the LUMO energy, the calculation gives -0.05 eV. The energy above the lowest of the compared OMol25 structures with the same formula, charge and spin is 194.3 kJ/mol. For the orbital gap, the calculation gives 9.32 eV. As for the electronic energy: -55474.9262 eV.

The geometry in XYZ format:
```
54
Properties=species:S:1:pos:R:3:forces:R:3
O -3.797608 -1.605209 -1.528152 0.1353 0.1484 -0.2418
S -4.069829 -0.691556 -0.458144 -0.1972 0.1219 -0.3900
O -4.552859 -1.202291 0.786245 0.0358 0.2960 0.1579
N -5.161663 0.379968 -1.091620 0.6275 -0.8656 0.2052
C -5.703747 1.508848 -0.406103 -0.1480 0.4634 0.3300
C -4.826872 2.617754 0.113368 -0.0459 0.2310 -0.0712
C -5.507791 1.677585 1.064184 -0.1337 0.0725 0.0585
C -2.544939 0.212179 -0.153435 -0.4415 -0.3330 0.0909
C -2.076222 0.351661 1.138416 -0.1255 0.0087 -0.0126
C -0.826856 0.915674 1.345329 0.0567 0.1858 0.0088
C -0.083839 1.316443 0.251729 0.4057 0.2099 0.1961
S 1.628459 1.805361 0.461829 -0.3210 -0.1646 -0.1661
O 1.952037 2.793076 -0.524336 0.0025 -0.1186 -0.2484
O 1.856239 2.118526 1.843482 -0.1495 -0.2082 0.0703
N 2.362596 0.366965 0.024431 -0.5386 0.8165 0.1019
C 2.227018 -0.655344 1.043299 -0.1502 -0.2050 0.3848
C 0.967193 -1.466145 0.863911 -0.1344 -0.3297 -0.1753
C 0.448789 -1.753307 -0.395465 0.0232 -0.1420 0.1476
C -0.730957 -2.473106 -0.482117 0.1321 -0.0646 0.1180
C -1.342726 -2.900444 0.686693 0.1217 0.0125 -0.0079
C -0.730948 -2.588411 1.889832 -0.2281 -0.2621 -0.0581
N 0.386329 -1.886724 1.979845 0.3976 0.1469 0.3088
C 3.621937 0.493603 -0.686284 0.3777 0.3518 -0.3325
C 4.856911 0.671860 0.229035 0.0465 -0.0966 0.0403
C 5.748877 -0.543380 -0.032435 0.1044 0.1299 -0.0653
C 5.438734 -0.904824 -1.482737 -0.0696 -0.1278 0.0774
C 3.924777 -0.727587 -1.574031 0.0243 0.1394 -0.0080
C -0.569454 1.213975 -1.039062 -0.2262 0.0897 -0.1449
C -1.817985 0.652805 -1.245142 0.1728 0.1754 -0.0855
H -4.988248 0.523242 -2.073765 0.0841 -0.0682 -0.1681
H -6.668764 1.785196 -0.818449 0.0754 -0.0262 0.1140
H -3.758826 2.528753 -0.015258 0.0438 -0.0767 -0.0128
H -5.192513 3.630634 0.041158 -0.0801 0.0547 -0.0098
H -6.343795 2.045997 1.638638 -0.0641 0.0174 -0.0079
H -4.918328 0.938558 1.578526 0.0701 -0.0025 0.0598
H -2.673996 -0.016872 1.956731 0.0015 -0.0332 0.1394
H -0.408468 1.024749 2.333035 0.0043 -0.0714 0.1457
H 3.090558 -1.323780 1.005285 0.0161 0.1069 -0.0148
H 2.201886 -0.197752 2.038343 0.0913 -0.2602 -0.0439
H 0.956376 -1.397369 -1.278099 0.0138 0.0721 -0.1032
H -1.178738 -2.691374 -1.439806 -0.0462 0.0046 -0.0935
H -2.271561 -3.445734 0.658234 -0.1238 -0.0624 0.0380
H -1.153796 -2.904484 2.834178 -0.1399 -0.0699 0.0385
H 3.486110 1.384708 -1.301448 0.2056 -0.1679 -0.0469
H 5.380873 1.587338 -0.043746 0.0093 0.0517 0.0317
H 4.559491 0.760457 1.272587 0.0240 0.0866 0.0623
H 5.474338 -1.372290 0.622662 0.0075 -0.0501 0.0397
H 6.803297 -0.323048 0.125762 0.0398 -0.0702 0.0771
H 5.937152 -0.202526 -2.152076 0.0602 0.0112 -0.0655
H 5.754444 -1.914176 -1.742794 0.0514 0.0080 -0.0857
H 3.424369 -1.610060 -1.174341 -0.0416 -0.0964 0.0045
H 3.583134 -0.578754 -2.596752 -0.1224 -0.0438 -0.0187
H 0.047082 1.557754 -1.853953 0.0128 -0.0174 -0.1934
H -2.217691 0.512874 -2.237214 0.0531 0.0218 -0.1752
```
Positions in Å, forces in eV/Å.

These are the Mulliken partial charges, in e, on atoms 1 to 2:
1. O -0.674
2. S 1.281

---

No. 6
Density functional theory data (the ωB97M-V functional and the def2-TZVPD basis) for C13H20F2N7O2Tl as an isolated structure.

The net charge is +2. For the LUMO energy, the calculation gives -7.03 eV. The energy above the lowest of the compared OMol25 structures with the same formula, charge and spin is 0.0 kJ/mol. For the orbital gap, the calculation gives 7.97 eV. As for the electronic energy: -38442.8613 eV.

The geometry in XYZ format:
```
45
Properties=species:S:1:pos:R:3:forces:R:3
Tl 1.407910 -0.328108 -0.726689 0.3145 -0.1436 -0.4477
N 3.713319 1.158061 4.038451 0.1745 -0.0667 0.0479
N 3.426315 1.258224 2.702260 -0.0498 0.0744 -0.1468
N 3.693187 2.351735 2.022510 0.0655 0.1035 0.1016
C 3.148380 2.084666 0.852166 -0.0139 -0.0148 0.0017
N 2.583815 0.870210 0.858312 0.1577 -0.0973 0.1154
N 2.771402 0.349504 2.064656 -0.0401 -0.0452 0.0429
H 4.484291 1.789684 4.236724 -0.0643 0.0058 0.0363
H 3.954995 0.196624 4.256247 -0.0468 0.0253 0.0275
H 3.159173 2.762128 0.016968 0.0259 0.0197 -0.0655
N 4.086210 -3.728083 0.380999 -0.0333 0.0882 0.0036
C 3.022393 -3.316060 -0.313266 -0.0138 -0.0923 -0.0289
N 2.390716 -4.196001 -1.100099 -0.0559 -0.0673 0.0249
O 2.648204 -2.116718 -0.220332 0.0120 0.0863 0.0900
H 4.433955 -4.670489 0.344863 0.0025 -0.0030 -0.0202
H 4.571741 -3.054544 0.946270 0.0266 -0.0179 0.0009
H 2.645461 -5.168871 -1.124412 0.0165 0.0066 -0.0197
H 1.532921 -3.930339 -1.547356 0.0037 0.0090 -0.0268
C -4.932601 2.470488 -1.897911 -0.0915 0.1369 -0.0125
C -3.974551 1.626407 -1.132030 0.1292 -0.2093 0.1154
C -2.651532 2.038726 -0.934276 -0.0834 -0.0708 -0.0127
C -1.732926 1.250054 -0.278048 -0.1590 -0.0881 0.1130
C -0.389467 1.864526 0.036820 -0.0935 -0.0173 0.2327
C -2.157780 -0.015139 0.218379 -0.2781 0.1506 -0.1092
C -1.296005 -0.938294 0.855780 0.3053 -0.1259 0.1406
O -0.054236 -1.090541 0.710015 0.2393 0.0914 -0.1538
C -3.528512 -0.410896 0.112878 0.1795 0.2496 -0.0446
C -4.052417 -1.687747 0.704385 -0.0487 -0.0976 0.0297
C -4.392601 0.411403 -0.580355 0.1124 0.1148 -0.0654
H -4.561892 3.484355 -2.030400 -0.0021 0.0031 -0.0180
H -5.899577 2.512359 -1.397192 -0.0129 -0.0112 -0.0254
H -5.096404 2.036030 -2.886824 -0.0110 -0.0007 0.0013
H -2.355351 3.025799 -1.266616 -0.0006 0.0269 -0.0455
H -0.536672 2.882747 0.393519 -0.0233 0.0836 -0.0273
H 0.239107 1.962425 -0.854703 -0.0156 0.0900 -0.0381
H 0.149782 1.347505 0.835138 -0.2158 0.1290 -0.0992
H -1.727893 -1.640873 1.573723 -0.0693 -0.0017 -0.1078
H -3.541935 -2.570413 0.319734 0.0125 -0.0062 -0.0060
H -5.108200 -1.796428 0.471161 -0.0087 -0.0025 0.0006
H -3.961749 -1.689077 1.792355 0.0170 -0.0063 0.0117
H -5.427522 0.114103 -0.689246 -0.0228 -0.0028 -0.0161
F 2.258880 1.821408 -2.606099 -0.1511 -0.3745 0.2966
C 2.157467 0.483926 -2.713918 0.4365 0.0703 -0.2442
F 3.384112 -0.029624 -2.893623 -0.4690 0.0751 0.2959
H 1.516089 0.225149 -3.550917 -0.1568 -0.0773 0.0515
```
Positions in Å, forces in eV/Å.

These are the Mulliken partial charges, in e, on atoms 1 to 2:
1. Tl 1.396
2. N -0.567

---

Which value of electronic energy does entry 2 give?
-20822.4606 eV